[1]
A 3-piece molecular cluster, C26H32N5O8S overall at a distorted geometry, computed with ωB97M-V/def2-TZVPD.

Each line ends with the Mulliken charge.
Cartesian coordinates (Å):
1 O -6.743 1.576 1.555  -0.45
2 C -4.635 1.524 -0.091  0.05
3 C -3.981 0.407 0.873  -0.96
4 C 10.488 0.831 4.853  -0.36
5 H -2.599 -4.572 -1.333  0.28
6 H -3.422 -1.748 0.930  0.30
7 O 8.158 2.832 3.069  -0.45
8 C 5.584 5.019 1.142  0.26
9 H -2.699 -0.240 -5.556  0.39
10 C -2.966 -0.895 -4.654  -0.81
11 H -6.113 -1.084 -2.832  0.25
12 H -3.350 -2.379 -2.032  0.39
13 H -2.108 -0.769 -2.594  -0.93
14 O 4.239 1.160 1.186  -0.59
15 C 0.510 0.334 -2.356  0.28
16 H -4.582 0.247 1.841  0.46
17 H -2.906 -5.420 0.284  0.39
18 C -4.699 -4.237 -0.587  0.30
19 H -3.951 0.411 -3.118  0.02
20 H -6.220 -4.089 0.814  0.40
21 C 10.402 -0.429 4.084  0.32
22 H 9.805 2.825 5.074  0.42
23 N -0.191 0.453 -1.100  0.05
24 C 9.472 -0.464 2.934  -0.38
25 H -3.138 -1.959 -5.069  0.26
26 C 4.641 2.312 1.172  0.48
27 H -4.944 0.115 -4.623  0.37
28 C 8.826 1.860 3.372  0.34
29 H 8.054 0.591 1.765  0.43
30 N -5.369 -3.532 0.590  -0.30
31 H 9.422 -1.394 2.382  0.41
32 C 5.276 2.916 2.361  -0.24
33 N -7.119 -1.875 0.157  -0.30
34 H -2.956 0.796 1.196  0.39
35 N -4.893 -1.442 -0.719  0.83
36 O 5.985 6.166 1.128  -0.54
37 C 4.948 4.414 -0.048  -0.44
38 H -7.445 0.907 1.412  0.32
39 C -1.712 -0.975 -3.657  0.66
40 H 4.043 2.697 -0.897  0.40
41 C -6.142 1.900 0.282  0.38
42 C -3.719 -1.007 0.109  -0.48
43 C 1.984 0.147 -0.747  -0.01
44 C -4.477 -2.271 -1.915  0.26
45 O -5.007 -3.633 -1.852  -0.50
46 H -7.839 -2.606 0.139  0.26
47 H -3.999 2.474 -0.014  0.44
48 C -3.137 -4.483 -0.317  -1.13
49 C 9.755 1.895 4.522  -0.34
50 H -4.585 1.187 -1.176  -0.29
51 C -5.842 -2.271 0.033  -0.03
52 C 5.714 4.175 2.348  -0.35
53 H 5.364 2.283 3.235  0.47
54 O 1.898 0.147 -2.177  -0.21
55 C -5.139 -1.581 -3.209  -1.02
56 O -6.875 2.483 -0.548  -0.54
57 H -5.181 -5.285 -0.611  0.46
58 C -4.263 -0.409 -3.852  -0.31
59 C 4.510 3.155 -0.035  -0.28
60 H 2.971 -0.015 -0.213  0.45
61 S -0.453 0.400 -3.950  -0.14
62 H -2.618 -3.605 0.216  0.19
63 H 11.173 0.840 5.691  0.40
64 O 11.068 -1.400 4.386  -0.54
65 H -2.810 -0.829 -0.559  0.18
66 H 4.860 5.047 -0.923  0.42
67 H -7.358 -0.877 0.200  0.15
68 H -1.130 -1.953 -3.724  0.45
69 C 8.739 0.600 2.604  -0.23
70 H -5.485 -2.366 -3.971  0.34
71 H 6.181 4.632 3.210  0.38
72 N 0.732 0.332 -0.090  -0.52

Output
calculated total energy: -62132.203 eV
HOMO: -11.152 eV
maximum force: 6.09 eV/Å
total charge: +1
multiplicity: 1
orbital gap: 0.24344 Eh

---

[2]
A 7-piece molecular cluster, C14H42O14 overall at a distorted geometry, computed with ωB97M-V/def2-TZVPD.

Each line ends with the natural charge from an NBO analysis.
Cartesian coordinates (Å):
1 H -0.188 -0.909 -5.266  0.16
2 H -0.147 -1.637 3.038  0.50
3 C 2.032 -5.315 0.873  -0.09
4 H -1.284 1.527 -2.189  0.49
5 H -0.123 -1.093 6.152  0.18
6 H 1.840 6.089 -1.684  0.17
7 H -1.386 -0.099 -0.771  0.17
8 C 0.100 4.923 -0.861  -0.10
9 O -0.591 5.969 -0.183  -0.75
10 H 0.783 0.182 -0.116  0.18
11 C 0.598 -1.142 -4.539  -0.09
12 C 1.453 -4.123 0.137  -0.08
13 C -2.648 1.326 -5.253  -0.11
14 O 1.216 -6.435 0.670  -0.70
15 H -0.283 -0.204 8.500  0.19
16 O -0.984 1.897 -1.350  -0.75
17 H -0.772 -0.881 -2.946  0.18
18 H -1.720 1.308 -5.860  0.15
19 C 0.980 5.473 -1.943  -0.09
20 H 0.603 0.567 6.268  0.16
21 H 1.272 -6.959 1.475  0.48
22 H -4.733 1.148 -5.596  0.19
23 H 0.906 -0.288 1.892  0.50
24 H -1.239 5.631 0.435  0.48
25 H 1.999 -0.664 -2.241  0.49
26 O -3.761 -0.039 -7.029  -0.71
27 C -1.131 0.871 -0.342  -0.08
28 H 3.239 -1.819 4.214  0.18
29 H 0.575 -2.237 -4.494  0.17
30 H 2.076 -0.708 -5.761  0.48
31 H -2.575 2.398 -5.028  0.19
32 H 3.084 -5.423 0.543  0.15
33 H 2.045 -2.415 -0.491  0.50
34 O 2.229 -1.273 2.440  -0.77
35 H 1.192 -2.843 5.253  0.19
36 H 1.452 -4.463 -0.903  0.17
37 H -0.758 0.160 4.445  0.48
38 C -3.827 1.111 -6.204  -0.11
39 H -3.039 0.164 -7.636  0.46
40 H 2.371 -5.061 1.892  0.16
41 H 0.570 1.797 0.706  0.17
42 H 0.625 4.301 -0.118  0.16
43 H 2.267 -2.083 1.885  0.51
44 O -1.104 1.601 7.994  -0.72
45 O 0.089 6.176 -2.846  -0.73
46 C 0.250 -0.562 -3.158  -0.08
47 C 1.211 -2.586 4.188  -0.10
48 H -3.846 2.018 -6.817  0.17
49 H 1.339 4.640 -2.548  0.19
50 O 1.105 -1.005 -2.140  -0.75
51 H -1.841 -0.276 7.772  0.16
52 C -0.873 0.247 7.704  -0.08
53 H -0.616 4.190 -1.232  0.20
54 H -0.398 6.809 -2.306  0.47
55 O 1.882 -0.591 -4.824  -0.73
56 H 0.433 -3.971 0.495  0.17
57 O -2.582 0.594 -4.047  -0.71
58 C 2.244 -1.560 3.837  -0.10
59 H -2.063 1.218 0.118  0.18
60 H 0.261 0.528 -3.170  0.18
61 O 0.029 0.103 1.736  -0.78
62 O -1.117 0.483 5.277  -0.75
63 C 0.144 0.814 0.504  -0.09
64 H 2.043 -0.554 4.224  0.18
65 O 2.264 -2.965 0.270  -0.75
66 C -0.308 -0.039 6.348  -0.10
67 O -0.088 -2.224 3.805  -0.73
68 H -2.759 -0.303 -4.372  0.47
69 H -1.623 2.047 7.322  0.48
70 H 1.606 -3.562 3.854  0.15

Output
calculated total energy: -43859.335 eV
HOMO: -9.682 eV
SMILES: OCCO.OCCO.OCCO.OCCO.OCCO.OCCO.OCCO
maximum force: 2.77 eV/Å
relative energy (zero: lowest compared OMol25 entry of this formula, charge and spin): 40.6 kcal/mol
multiplicity: 1
orbital gap: 0.36261 Eh

---

[3]
C51H116N4NiO20 as an isolated structure at a distorted geometry, computed with ωB97M-V/def2-TZVPD.

Each line ends with the Mulliken charge.
Cartesian coordinates (Å):
1 H -0.412 2.925 0.684  0.43
2 H -2.401 4.549 0.572  -0.23
3 C 2.850 -6.808 -2.575  -0.76
4 H -6.820 -0.739 -3.443  0.34
5 H -1.484 5.965 1.230  0.28
6 H 0.915 1.650 6.354  0.27
7 H -2.033 1.043 3.792  0.27
8 N 4.823 5.610 -0.558  0.17
9 C 5.398 3.102 4.811  -0.48
10 H -2.704 -6.040 1.466  0.33
11 C 1.941 2.005 6.259  -0.67
12 C 4.779 4.267 -0.478  0.00
13 H 3.683 0.549 0.916  -0.12
14 H 8.315 1.101 -3.064  0.39
15 H 7.008 2.293 -2.793  0.27
16 O -2.141 6.809 -3.338  -0.38
17 O 1.286 -5.126 3.137  -0.38
18 H -2.368 -2.801 -1.521  -0.08
19 C -3.216 5.672 -1.388  -0.31
20 H 3.316 -1.048 0.420  -0.27
21 C 1.689 -3.374 -3.904  -0.54
22 C 1.530 -6.086 2.134  -0.57
23 H -1.999 2.441 0.087  0.40
24 C -1.469 -5.456 -2.340  -0.35
25 N -4.182 0.937 3.930  0.17
26 C -0.173 8.120 -3.593  -0.43
27 C -0.897 -0.412 -0.494  -0.38
28 H 0.924 -3.081 -4.622  0.46
29 C 3.042 -0.297 1.162  -1.55
30 H 5.226 7.284 0.567  0.47
31 H 2.744 -8.841 -1.327  0.21
32 H -10.734 2.372 -3.307  0.27
33 C 0.248 10.563 -3.586  -0.72
34 H -12.453 2.147 -2.743  0.29
35 C 6.371 1.914 2.185  -0.52
36 C 5.177 6.204 0.700  -1.04
37 H -3.620 -8.362 -0.747  0.17
38 C -1.727 -5.585 -0.811  0.42
39 O -6.085 0.461 5.119  -0.60
40 C -11.686 1.864 -3.463  -0.68
41 H 1.842 -7.222 -2.583  0.48
42 C -4.819 -2.292 -0.554  -0.81
43 H 4.556 3.455 5.407  0.35
44 H -3.869 -1.796 -0.356  -0.16
45 H -4.512 1.480 5.876  0.28
46 C -3.547 -8.693 0.289  -0.48
47 H -3.695 -4.775 0.888  0.40
48 C 5.601 1.012 6.084  -0.57
49 C 3.742 -8.786 -1.761  -0.53
50 H -0.497 8.262 -4.623  0.31
51 H -2.986 2.467 3.191  0.28
52 H -5.634 -6.524 0.473  0.30
53 H 0.455 10.751 -4.639  0.30
54 H 5.188 7.213 -1.753  0.36
55 O -5.458 -1.404 -1.506  -0.23
56 C -2.451 5.588 0.898  0.02
57 H 1.921 2.541 5.310  0.20
58 C -2.108 -3.052 -2.550  -0.06
59 H -1.253 -2.537 -2.987  0.11
60 H -9.464 1.051 -2.109  0.26
61 C 7.061 -0.891 -1.480  -1.19
62 H 1.017 -0.916 -4.155  0.37
63 H 1.320 -3.976 -3.073  -0.18
64 H -1.165 7.685 -1.825  0.24
65 H -0.460 -1.139 -1.180  -0.62
66 H -1.238 1.558 1.435  -0.44
67 H 1.695 -4.712 0.492  -0.03
68 O 3.710 -7.914 -2.810  -0.48
69 H -7.045 -2.705 -1.770  0.32
70 H -0.758 10.898 -3.333  0.30
71 H -4.013 4.987 -1.099  0.62
72 H -9.607 -0.256 -0.901  0.31
73 C 1.860 -0.930 -3.447  -0.26
74 H -5.373 -2.120 0.369  0.60
75 O 2.942 0.921 6.278  -0.31
76 H 7.757 -1.437 -2.117  0.34
77 O 0.492 9.249 -3.046  -0.31
78 C -3.351 6.404 -2.737  -0.74
79 H -1.070 -2.114 0.884  0.25
80 H -11.695 0.169 -1.571  0.35
81 C 4.368 6.533 -1.519  -1.05
82 H 4.388 -2.926 -2.932  0.35
83 H -5.013 -6.474 2.064  0.37
84 H 2.420 -3.785 -4.599  0.31
85 C -3.475 -5.830 0.725  -0.41
86 H -1.249 -0.607 1.693  -0.37
87 H -3.747 0.282 2.079  0.02
88 C 0.737 -1.238 1.263  -1.18
89 H -1.973 -0.286 -0.611  0.22
90 H -4.771 -3.355 -0.792  0.55
91 H 3.448 -4.967 3.918  0.37
92 H 4.271 -6.038 -1.181  0.39
93 H 2.173 -4.020 4.701  0.29
94 H 4.900 4.517 3.241  0.35
95 H -7.255 -1.432 -0.637  0.30
96 C 3.511 -2.557 -2.401  0.21
97 H -7.117 0.437 -2.269  0.31
98 H 6.383 1.303 6.784  0.35
99 H 6.188 0.157 -3.109  0.20
100 H 0.558 7.313 -3.551  0.28
101 H -3.643 -9.749 0.034  0.37
102 O 4.268 3.599 -1.432  -0.85
103 H 4.475 -8.596 -0.976  0.21
104 O 5.347 0.831 -1.377  0.00
105 H 4.057 -1.631 -2.220  -0.71
106 H 6.874 1.696 1.243  0.03
107 H -12.006 2.198 -4.450  0.26
108 H 3.149 -3.049 -1.498  0.06
109 H 3.372 -0.585 2.160  0.64
110 H 0.617 -6.581 1.804  0.15
111 O -8.843 -0.667 -2.954  -0.31
112 C 1.195 0.875 2.528  -1.53
113 H 4.507 6.083 1.551  0.28
114 O -11.554 0.439 -3.558  -0.35
115 H -3.903 7.330 -2.574  0.33
116 H -2.954 -2.664 -3.117  0.28
117 H 2.158 -6.816 2.646  0.40
118 H 0.171 0.981 2.885  -0.53
119 H -1.798 -6.433 -2.695  0.37
120 O 5.562 1.758 4.812  -0.19
121 C -1.469 7.943 -2.840  -0.21
122 C -0.341 1.048 -0.465  1.42
123 C -4.735 -6.750 1.047  -0.75
124 C 4.204 1.061 6.926  -0.78
125 H -2.589 2.124 4.870  0.40
126 H -2.559 -8.467 0.690  0.17
127 C 7.576 1.473 -2.354  -1.36
128 N 1.092 0.826 -0.138  1.34
129 C 3.186 -6.012 -1.286  1.02
130 H 7.000 1.242 2.768  0.34
131 H 3.609 7.143 -1.028  0.42
132 H -2.067 8.854 -2.843  0.20
133 H 4.110 6.041 -2.457  0.31
134 O 2.549 -6.602 -0.104  -0.41
135 C 1.521 0.152 1.135  2.30
136 H -1.147 -6.413 -0.402  0.41
137 H 2.831 -3.765 3.039  0.09
138 C 2.477 -4.494 3.768  -0.62
139 O -2.275 -4.489 -2.900  -0.42
140 C -11.149 -0.295 -2.392  -0.56
141 H -1.503 1.785 -2.185  0.50
142 H 5.220 3.790 0.411  0.36
143 H 8.145 1.812 -1.489  0.27
144 H 2.067 2.737 7.057  0.38
145 H 6.192 5.951 1.006  0.36
146 H 6.303 3.549 5.223  0.33
147 H -2.522 4.899 -1.717  0.16
148 O 2.415 -0.040 -2.865  -0.61
149 H 5.884 -0.026 5.909  0.35
150 C 6.500 0.404 -2.094  0.49
151 H 4.074 0.238 7.628  0.45
152 N 2.307 -2.202 -3.284  0.18
153 H 0.962 11.136 -2.995  0.23
154 C -7.432 -0.565 -2.559  -0.59
155 H 3.080 -6.183 -3.437  0.17
156 H 3.964 -9.780 -2.147  0.30
157 C -0.476 1.483 -1.979  -1.91
158 H 1.145 -2.017 0.619  -0.42
159 C -4.963 0.979 5.006  0.12
160 H 2.899 -5.005 -1.591  -0.83
161 H 6.229 -1.584 -1.352  0.12
162 H 4.232 1.933 7.579  0.42
163 H -5.147 1.327 2.086  0.33
164 H -0.415 -5.347 -2.594  -0.13
165 O -3.082 -5.972 -0.598  -0.29
166 C -0.692 -1.092 0.891  0.15
167 O 6.342 3.280 2.574  -0.50
168 H 0.916 -1.775 2.194  0.77
169 O -4.497 -8.167 1.148  -0.39
170 H -3.211 5.794 1.652  0.27
171 H 4.151 3.159 2.918  -0.05
172 C -2.912 1.672 3.933  -1.00
173 H 7.405 -0.500 -0.522  0.29
174 Ni 3.531 1.542 -1.877  1.58
175 C -1.057 2.069 0.489  -1.01
176 O -2.909 6.365 -0.255  -0.42
177 H -0.108 2.493 -2.160  0.43
178 C 5.112 3.453 3.340  -0.06
179 H 5.373 1.474 2.175  0.34
180 C -4.664 0.509 2.621  -0.64
181 H -3.869 5.918 -3.563  0.36
182 O 1.997 1.962 -0.525  -0.68
183 H -1.582 -4.640 -0.288  -0.28
184 H -11.612 -1.260 -2.601  0.32
185 C 2.287 -5.539 0.886  0.08
186 C -6.845 -1.643 -1.624  -0.44
187 H 3.255 -5.094 1.117  0.49
188 H 1.799 0.484 3.347  0.71
189 H -0.183 0.719 -2.698  -0.06
190 H -5.361 -0.325 2.701  0.35
191 H 1.560 1.894 2.397  0.41
192 C -9.679 -0.007 -1.960  -0.31

Output
calculated total energy: -142702.248 eV
HOMO (spin up / spin down): -6.944 / -6.858 eV
maximum force: 4.63 eV/Å
multiplicity: 3
⟨S²⟩: 2.006
orbital gap (spin up / spin down): 0.26576 / 0.26124 Eh